C8H14ClN | wB97M-V/def2-TZVPD

Properties
Largest force on an atom in eV/Å: 5.157
Energy in eV: -22532.01666
LUMO energy in eV: 0.83

Last columns: bonded neighbours and bond lengths (Å).
CARTESIAN COORDINATES (ANGSTROEM)
1 C 0.180 -2.794 -1.078  C2 1.262, H11 1.060, H12 1.099
2 C 0.860 -2.060 -0.308  C1 1.262, C7 1.579, H13 1.077
3 C -0.047 1.813 -0.102  C4 1.539, C5 1.567, H14 1.061, H15 1.146
4 C 0.572 0.464 -0.512  C3 1.539, C7 1.556, H16 1.176, H17 1.109
5 C -1.498 2.014 -0.659  C3 1.567, N9 1.420, H18 1.076, H19 1.111
6 C -2.866 0.061 -0.745  N9 1.325, Cl10 1.695
7 C 0.222 -0.778 0.357  C2 1.579, C4 1.556, C8 1.536, H20 1.139
8 C 0.758 -0.625 1.788  C7 1.536, H21 1.108, H22 1.038, H23 1.090
9 N -2.379 1.080 -0.053  C5 1.420, C6 1.325, H24 1.065
10 Cl -3.867 -0.957 0.169  C6 1.695
11 H 0.499 -3.784 -1.278  C1 1.060
12 H -0.734 -2.393 -1.538  C1 1.099
13 H 1.818 -2.385 0.062  C2 1.077
14 H 0.030 2.043 0.931  C3 1.061
15 H 0.576 2.614 -0.632  C3 1.146
16 H 0.418 0.190 -1.646  C4 1.176
17 H 1.680 0.439 -0.495  C4 1.109
18 H -1.552 3.088 -0.632  C5 1.076
19 H -1.514 1.814 -1.752  C5 1.111
20 H -0.862 -1.102 0.489  C7 1.139
21 H 1.365 0.298 1.871  C8 1.108
22 H 1.228 -1.424 2.254  C8 1.038
23 H -0.080 -0.318 2.414  C8 1.090
24 H -2.591 1.011 0.988  N9 1.065